[1]
Below is C2Br3ClF2 as an isolated structure in a non-equilibrium geometry, with properties calculated with ωB97M-V/def2-TZVPD.

Last column: Löwdin charge in e.
Atoms and positions in Å:
Br (0.3720, -0.5376, -2.5001)  0.749
Br (-0.3764, 2.0157, -0.7271)  0.631
Br (-1.6807, -1.7336, -0.2706)  0.774
Cl (-0.7861, 0.3289, 1.8515)  0.477
F (1.0114, -1.7829, -0.2437)  -0.047
F (1.4065, 1.3754, 1.0463)  -0.118
C (0.0208, -1.1565, -0.7781)  -1.338
C (0.3540, 0.7341, 0.4893)  -1.128

Total charge = 0
Molar mass = 337.18 g mol⁻¹
DFT total energy = -8458.04494 hartree
Energy above the lowest of the compared OMol25 structures with the same formula, charge and spin = 68.12 kcal/mol

=====

[2]
Below is C46H49BeCl5N3OSeTe as an isolated structure in a non-equilibrium geometry, with properties calculated with ωB97M-V/def2-TZVPD.

Last column: Löwdin charge in e.
Atoms and positions in Å:
Te (1.5678, 1.2654, -1.8842)  1.719
Se (0.0429, 0.9181, 2.1967)  0.865
Cl (6.2871, -0.9179, 1.7748)  0.669
Cl (0.7468, -3.5944, 1.1297)  0.762
Cl (3.1894, -5.3798, 1.7956)  0.674
Cl (5.9575, -3.9592, 2.4335)  0.672
Cl (3.8289, 0.7724, 1.0732)  0.658
O (-1.1614, 0.5403, -2.2191)  -0.117
N (-2.4050, -0.2951, 3.1919)  0.001
N (-0.6075, -1.3308, 3.8534)  0.001
N (0.2046, -0.4275, -0.7362)  -0.119
C (1.7094, -0.1250, -3.4796)  -0.345
C (1.1355, -1.1905, 5.6843)  -0.157
C (2.8338, -2.0059, -4.4706)  -0.006
C (2.5697, 0.8626, 5.1844)  -0.111
C (-1.0787, -0.2871, 3.1149)  -0.583
C (-4.3491, -1.7598, -1.4467)  -0.068
C (-2.1090, -1.1362, -0.9176)  -0.148
C (2.2769, -2.8462, 1.2162)  -0.718
C (0.7859, -1.5912, 4.2438)  -0.145
C (-4.1083, -1.9172, 4.1467)  -0.006
C (1.5933, 2.9987, -3.2378)  -0.344
C (-4.3636, -2.6428, -0.3507)  -0.084
C (4.6132, -3.0670, 1.8161)  -0.684
C (-3.2432, 0.5548, 2.3163)  -0.116
C (1.0492, -0.8642, -5.6378)  -0.024
C (-3.5838, 1.8911, 3.0208)  -0.165
C (0.8611, 0.0266, -4.5893)  -0.264
C (2.3319, -1.4769, 1.0748)  -0.283
C (-2.1418, -1.9139, 0.2060)  -0.070
C (4.7334, -1.6616, 1.6058)  -0.693
C (-3.2744, -2.6826, 0.4845)  -0.080
C (1.5894, 6.5292, -5.6425)  -0.049
C (-1.7542, -3.3016, 4.9805)  0.011
C (1.3004, 0.3361, 5.9019)  -0.227
C (3.4777, -1.3845, -2.1587)  -0.072
C (2.2351, -2.7358, -6.8100)  -0.058
C (-4.5470, 1.6956, 4.1967)  -0.243
C (0.5508, 3.9498, -3.1112)  -0.309
C (-2.8480, -1.4147, 3.8721)  -0.155
C (2.0519, -1.8141, -5.6230)  -0.259
C (-4.1746, -3.1682, 4.7499)  -0.070
C (-1.6942, -2.0974, 4.2807)  -0.130
C (2.6832, 4.4372, -4.8029)  -0.034
C (1.6444, 5.3051, -4.7967)  -0.294
C (-3.2036, -1.0614, -1.7488)  -0.025
C (3.3515, -3.6716, 1.6075)  -0.694
C (0.5827, 5.0629, -3.9180)  -0.019
C (2.6849, -1.1229, -3.4129)  -0.302
C (-0.1633, 1.1021, -4.8474)  -0.058
C (3.8673, 2.2844, -4.2730)  -0.052
C (-5.9827, 1.4631, 3.7037)  -0.099
C (2.7060, 3.2332, -4.0801)  -0.274
C (-0.9543, -0.2484, -1.2774)  -0.629
C (3.5880, -0.9278, 1.2979)  -0.698
C (-3.0235, -3.8260, 5.2067)  -0.067
C (-0.6262, 3.7422, -2.1862)  -0.073
Be (0.8327, -0.6624, 0.6851)  -0.023
H (1.4564, 0.5839, 6.9563)  0.105
H (2.8003, -1.8179, -1.4207)  0.068
H (-4.9989, -1.4322, 3.7323)  0.108
H (3.5614, 4.6734, -5.4271)  0.123
H (-2.6468, 2.3784, 3.3550)  0.106
H (0.4651, 0.8900, 5.5213)  0.082
H (-6.3273, 2.1889, 2.9923)  0.070
H (4.7224, 2.7921, -4.7749)  0.091
H (0.4627, -0.7342, -6.5555)  0.128
H (-5.2212, -1.7637, -2.1083)  0.106
H (-0.8983, -3.8211, 5.3143)  0.105
H (1.1242, 6.2301, -6.5869)  0.088
H (1.4353, -1.0195, 3.5363)  0.075
H (-1.3240, -2.0208, 0.8570)  0.021
H (4.1495, 1.8933, -3.3056)  0.051
H (-5.1492, -3.6526, 4.8323)  0.111
H (-3.1439, -0.4429, -2.6657)  0.131
H (-3.2655, -3.3005, 1.3836)  0.105
H (3.5077, -2.8577, -4.4238)  0.119
H (0.3858, -1.5945, 6.3321)  0.094
H (2.0081, -2.2333, -7.7360)  0.064
H (-6.6927, 1.4553, 4.5124)  0.066
H (2.0741, -1.6870, 5.9120)  0.116
H (2.6082, 6.8792, -5.8801)  0.086
H (0.9857, 7.2699, -5.1480)  0.070
H (0.1881, 1.8354, -5.5803)  0.096
H (-1.0550, 0.6585, -5.2812)  0.086
H (-4.0162, 2.5882, 2.2972)  0.118
H (3.9396, -0.4785, -1.7590)  0.044
H (3.5051, 0.3756, 5.5837)  0.093
H (-4.5594, 2.5552, 4.8438)  0.098
H (-0.2578, 5.7438, -3.9695)  0.116
H (-5.2375, -3.2135, -0.2046)  0.085
H (0.9032, -2.6427, 4.0391)  0.109
H (-2.6496, 0.7017, 1.4181)  0.092
H (-4.1362, 0.0010, 2.1406)  0.106
H (-6.0456, 0.4538, 3.2883)  0.052
H (-1.0150, 2.7289, -2.1700)  0.034
H (3.2708, -3.1416, -6.8451)  0.084
H (3.6009, 1.4138, -4.8629)  0.075
H (-4.2579, 0.8644, 4.8348)  0.093
H (-0.3957, 4.0341, -1.1489)  0.089
H (-3.0648, -4.7681, 5.6997)  0.097
H (1.5441, -3.6004, -6.7703)  0.088
H (-0.4906, 1.6404, -3.9604)  0.027
H (2.7148, 1.9208, 5.3879)  0.069
H (4.2687, -2.1212, -2.2447)  0.084
H (2.5411, 0.7232, 4.1162)  0.016
H (-1.4415, 4.4092, -2.4447)  0.074

Total charge = 0
2S+1 = 2
⟨S²⟩ = 0.7556
Molar mass = 1052.75 g mol⁻¹
DFT total energy = -7006.99364 hartree

=====

[3]
Below is a 2-piece molecular cluster, C4H13FSi2 overall in a non-equilibrium geometry, with properties calculated with ωB97M-V/def2-TZVPD.

Last column: Löwdin charge in e.
Atoms and positions in Å:
Si (0.6261, 0.5912, 1.7263)  0.680
Si (-1.2948, 0.5389, 0.3871)  0.267
F (-2.2459, -0.7453, 0.8371)  -0.248
C (1.1481, -1.2748, 1.9542)  -0.418
C (-2.4056, 1.9681, 1.1001)  -0.208
C (2.6693, -1.2993, -1.8343)  -0.014
C (-1.2450, 0.8285, -1.4574)  -0.225
H (3.3806, -0.9732, -1.0975)  0.027
H (-0.9424, 1.9239, -1.3720)  0.039
H (-2.2885, 0.8435, -1.8969)  0.054
H (-3.4490, 1.8125, 1.0312)  0.014
H (3.1696, -2.0183, -2.4255)  0.015
H (2.4324, -0.4399, -2.2846)  -0.030
H (1.7990, -1.7644, -1.4589)  0.006
H (-2.1939, 2.7717, 0.5163)  -0.032
H (2.1895, -1.6473, 2.1316)  0.024
H (-0.4506, 0.1752, -1.9662)  0.039
H (0.6003, -1.6356, 2.7924)  -0.018
H (-2.2292, 2.3157, 2.1206)  0.024
H (0.7302, -1.9714, 1.1964)  0.004

Total charge = 0
Molar mass = 136.32 g mol⁻¹
DFT total energy = -839.01553 hartree
Energy above the lowest of the compared OMol25 structures with the same formula, charge and spin = 41.03 kcal/mol

=====

Question: Number 2 is which compound?
Answer: C46H49BeCl5N3OSeTe

=====

Question: What is the formula in the second record?
Answer: C46H49BeCl5N3OSeTe